(1)
{
  "formula": "C5H5ClS",
  "method": "wB97M-V/def2-TZVPD",
  "de_lowest_kcal_mol": 23.0,
  "total_energy_ha": -1051.8279,
  "homo_ha": -0.325,
  "largest_force_ev_per_a": 1.6,
  "gap_ha": 0.299,
  "species": ["C", "C", "C", "C", "C", "H", "H", "H", "H", "H", "S", "Cl"],
  "coordinates": [[1.10968, 0.16265, 0.30356], [1.77024, 0.61293, 1.36755], [-0.06695, 0.90314, -0.28174], [0.08908, 2.18026, -0.63405], [-1.40446, 0.36879, -0.44912], [2.66397, 0.12943, 1.77708], [1.38903, 1.55866, 1.74112], [1.02434, 2.73745, -0.44328], [-0.75450, 2.68027, -1.10155], [-1.99969, 0.93898, -1.21607], [-2.20320, -0.69835, 0.45708], [1.40839, -1.30811, -0.58281]],
  "forces_ev_per_a": [[-1.13, 0.11, 0.10], [0.13, -0.34, -0.74], [1.34, 0.23, 0.22], [0.40, 0.42, -0.05], [-1.52, 0.36, -0.45], [-0.51, 0.25, -0.13], [0.31, -0.21, 0.35], [-0.68, -0.41, -0.26], [0.24, 0.23, 0.09], [0.64, -0.59, 0.60], [0.45, -0.15, -0.11], [0.33, 0.10, 0.37]],
  "nbo_charge": [-0.03, -0.40, -0.16, -0.29, -0.29, 0.23, 0.22, 0.22, 0.20, 0.20, 0.09, 0.01]
}

(2)
{
  "formula": "C32H44AsBr2MoN3OS4SbSi3",
  "method": "wB97M-V/def2-TZVPD",
  "de_lowest_kcal_mol": 0.0,
  "total_energy_ha": -11639.0416,
  "homo_ha": [-0.170, -0.170],
  "largest_force_ev_per_a": 0.5,
  "gap_ha": [0.237, 0.240],
  "charge": -1,
  "species": ["Mo", "S", "As", "S", "S", "S", "C", "Sb", "C", "C", "C", "C", "C", "C", "N", "Si", "C", "C", "C", "C", "C", "C", "C", "C", "C", "N", "Si", "C", "C", "C", "Si", "C", "C", "C", "H", "H", "H", "H", "H", "H", "H", "H", "H", "H", "H", "H", "H", "H", "H", "H", "H", "H", "H", "H", "H", "H", "H", "H", "H", "H", "H", "H", "H", "H", "H", "H", "H", "H", "H", "H", "H", "H", "C", "C", "C", "C", "C", "C", "Br", "C", "C", "Br", "C", "O", "C", "N", "H", "H", "H", "H", "H", "H"],
  "coordinates": [[0.30152, 0.59037, 0.10314], [0.87497, -3.49476, -1.20621], [1.79992, -1.71368, -1.76830], [2.24032, -0.51475, 0.16723], [0.13864, -0.10416, -2.01706], [3.23899, -1.70327, -3.25931], [-0.85799, 4.90142, -1.12066], [-0.10577, 4.25586, 0.78830], [1.16331, 2.55115, 0.18482], [2.15850, 2.52878, 1.31508], [1.82454, 1.99864, 2.56928], [2.76527, 1.97255, 3.57740], [4.02787, 2.49137, 3.32908], [4.26967, 3.01531, 2.07223], [3.37009, 3.04351, 1.09388], [2.03845, 3.04806, -1.45769], [3.50691, 1.98775, -1.91114], [0.88071, 2.97946, -2.95476], [2.68732, 4.83036, -1.33111], [-2.03492, 3.56411, 1.72116], [-2.59971, 2.29695, 1.14796], [-3.83423, 1.81751, 1.60756], [-4.54354, 0.89546, 0.86361], [-4.01085, 0.45932, -0.33836], [-2.73065, 0.86745, -0.65538], [-2.01229, 1.72508, 0.07981], [-1.73753, 3.50204, 3.62450], [-0.23166, 4.50641, 4.12752], [-1.54378, 1.72291, 4.15175], [-3.08700, 4.16987, 4.76478], [-3.36100, 4.87397, 1.24674], [-2.72744, 6.58970, 1.68773], [-3.89929, 4.77028, -0.55771], [-5.05619, 4.68833, 2.06691], [-0.00333, 5.07239, -1.76810], [-1.36884, 5.84876, -0.96936], [-1.52756, 4.18250, -1.58005], [0.83243, 1.59451, 2.74362], [2.51565, 1.55034, 4.54178], [4.80157, 2.49021, 4.08395], [5.23867, 3.43984, 1.83131], [3.22286, 1.00862, -2.29826], [4.19574, 1.84474, -1.08064], [4.04182, 2.50854, -2.71266], [1.18295, 2.14909, -3.59444], [0.96318, 3.90327, -3.53226], [-0.16476, 2.82050, -2.70844], [3.70478, 4.80330, -0.94343], [2.11224, 5.47791, -0.66532], [2.70078, 5.29344, -2.32019], [-4.25333, 2.22300, 2.51708], [-5.50948, 0.54471, 1.20523], [-4.53638, -0.22835, -0.98560], [-2.23313, 0.47972, -1.53273], [0.70457, 4.07902, 3.76408], [-0.18937, 4.53130, 5.21908], [-0.28172, 5.53420, 3.76758], [-0.83667, 1.18082, 3.53206], [-2.49267, 1.18684, 4.09711], [-1.19353, 1.67784, 5.18449], [-3.37226, 5.20723, 4.59280], [-2.65612, 4.10913, 5.76766], [-3.98677, 3.55385, 4.76814], [-1.75241, 6.80905, 1.25331], [-2.63841, 6.71126, 2.76895], [-3.43204, 7.34230, 1.32666], [-3.27956, 5.30089, -1.27065], [-4.90609, 5.19150, -0.60782], [-3.97059, 3.72812, -0.87987], [-5.08648, 4.45319, 3.12436], [-5.64061, 3.94156, 1.52866], [-5.56208, 5.64885, 1.92824], [-2.75701, -2.35722, -2.22176], [-2.67760, -2.70346, -0.76552], [-3.32682, -3.87032, -0.28969], [-3.23368, -4.20616, 1.02509], [-2.46770, -3.39695, 1.89583], [-2.21859, -3.69393, 3.25744], [-3.03939, -5.19906, 4.08047], [-1.36159, -2.93688, 3.99429], [-0.75216, -1.81109, 3.41547], [0.60133, -0.94484, 4.41508], [-1.03911, -1.38990, 2.13205], [-0.51375, -0.30057, 1.62452], [-1.87562, -2.24424, 1.33549], [-2.00653, -1.91266, 0.03191], [-2.30389, -3.15565, -2.81247], [-2.20477, -1.44358, -2.42251], [-3.79776, -2.24855, -2.54440], [-3.88472, -4.48772, -0.98168], [-3.71562, -5.09478, 1.40867], [-1.12883, -3.19977, 5.01570]],
  "forces_ev_per_a": [[0.00, 0.29, 0.27], [0.00, -0.07, -0.03], [-0.12, 0.01, 0.14], [0.16, -0.25, -0.17], [0.07, -0.06, -0.09], [0.05, 0.12, 0.01], [0.07, -0.08, 0.02], [0.00, 0.06, -0.04], [-0.17, -0.06, 0.05], [-0.06, -0.06, 0.01], [-0.04, -0.04, -0.06], [0.01, 0.01, -0.04], [0.00, -0.01, 0.03], [0.02, 0.02, 0.00], [0.06, -0.01, 0.01], [0.21, 0.00, -0.09], [-0.01, -0.03, 0.04], [0.08, -0.02, 0.01], [-0.08, -0.04, 0.04], [0.11, -0.04, 0.09], [-0.18, 0.04, 0.02], [0.16, 0.02, -0.02], [0.04, -0.07, -0.11], [-0.11, 0.04, 0.11], [-0.05, -0.01, -0.05], [0.01, -0.06, -0.16], [-0.01, -0.01, -0.01], [0.05, -0.10, -0.05], [-0.07, 0.13, -0.06], [-0.04, -0.03, -0.12], [0.00, 0.05, -0.01], [-0.01, -0.06, -0.05], [-0.05, 0.01, 0.07], [0.06, 0.02, 0.00], [0.03, 0.01, 0.00], [0.01, 0.06, 0.01], [0.04, -0.02, -0.05], [0.14, 0.03, -0.06], [-0.01, -0.02, 0.04], [0.01, 0.00, 0.01], [0.03, 0.01, 0.01], [-0.01, 0.00, -0.01], [0.00, 0.01, 0.00], [0.01, 0.03, -0.03], [0.03, 0.02, 0.01], [-0.02, 0.04, -0.02], [-0.10, -0.01, 0.02], [0.01, -0.02, 0.01], [0.01, 0.04, -0.01], [-0.01, 0.03, -0.05], [0.01, 0.00, 0.05], [-0.01, 0.00, 0.00], [0.01, -0.01, 0.01], [-0.04, 0.02, 0.02], [-0.03, 0.05, 0.02], [-0.02, -0.02, 0.06], [-0.01, 0.06, -0.02], [-0.09, -0.03, 0.00], [-0.04, -0.02, 0.00], [0.03, -0.01, 0.03], [-0.02, 0.04, -0.03], [0.00, 0.01, 0.04], [-0.05, 0.00, -0.02], [0.06, 0.02, -0.03], [0.01, -0.02, 0.04], [-0.02, 0.02, 0.00], [-0.07, 0.02, 0.00], [-0.05, 0.00, 0.00], [0.00, -0.03, -0.01], [0.05, -0.01, 0.11], [-0.02, -0.03, 0.00], [0.00, 0.03, -0.01], [-0.02, -0.01, -0.02], [-0.02, 0.05, 0.06], [0.01, 0.01, 0.08], [0.01, 0.04, -0.05], [0.00, -0.03, -0.01], [0.01, 0.02, 0.01], [0.01, 0.01, 0.00], [-0.05, -0.04, -0.03], [0.04, 0.08, -0.06], [0.04, -0.12, 0.03], [0.32, -0.33, 0.04], [-0.31, 0.43, 0.09], [-0.04, 0.01, -0.02], [-0.08, -0.06, -0.02], [0.02, 0.01, 0.00], [-0.01, -0.05, -0.02], [0.04, -0.01, 0.02], [0.00, -0.01, -0.02], [0.01, -0.01, 0.01], [0.01, 0.00, 0.01]],
  "lowdin_charge": [0.91, -0.10, -0.41, 0.16, 0.16, -0.10, -0.33, 1.47, -0.63, -0.52, -0.12, -0.08, -0.07, -0.13, 0.09, 0.40, -0.20, -0.24, -0.21, -0.54, -0.42, -0.07, -0.04, -0.06, -0.18, 0.03, 0.44, -0.21, -0.19, -0.19, 0.46, -0.18, -0.16, -0.18, -0.02, -0.01, 0.00, 0.05, 0.09, 0.10, 0.11, -0.05, 0.02, 0.04, 0.01, 0.03, -0.01, 0.02, -0.01, 0.03, 0.10, 0.11, 0.10, 0.02, 0.00, 0.03, 0.02, -0.05, 0.04, 0.04, 0.02, 0.03, 0.02, 0.01, 0.02, 0.03, 0.00, 0.03, 0.04, 0.00, 0.03, 0.04, -0.05, -0.35, -0.01, -0.03, -0.19, -0.62, 0.74, -0.18, -0.56, 0.84, -0.35, -0.34, -0.14, 0.16, 0.08, 0.01, 0.08, 0.11, 0.07, 0.09]
}

(3)
{
  "formula": "C41H37N10O3RuS2",
  "method": "wB97M-V/def2-TZVPD",
  "de_lowest_kcal_mol": 27.4,
  "total_energy_ha": -3248.6052,
  "multiplicity": 6,
  "homo_ha": [-0.406, -0.506],
  "largest_force_ev_per_a": 0.8,
  "gap_ha": [0.196, 0.195],
  "charge": 2,
  "species": ["Ru", "C", "C", "N", "C", "C", "N", "C", "C", "C", "C", "C", "N", "C", "C", "N", "C", "C", "N", "C", "C", "C", "N", "C", "C", "H", "H", "H", "H", "H", "H", "H", "H", "H", "H", "H", "H", "C", "C", "C", "C", "C", "C", "C", "S", "O", "O", "N", "C", "C", "C", "C", "C", "N", "H", "H", "H", "H", "H", "H", "H", "H", "H", "H", "H", "C", "C", "C", "N", "C", "S", "N", "C", "O", "C", "C", "C", "C", "C", "C", "H", "H", "H", "H", "H", "H", "H", "H", "H", "H", "H", "H", "H", "H"],
  "coordinates": [[-0.67862, 0.02688, -0.37526], [2.13600, 3.26525, -1.01944], [1.23992, 2.27697, -1.29363], [0.78477, 1.44246, -0.32842], [1.30644, 1.60953, 0.94491], [2.20486, 2.67842, 1.17252], [2.61406, 3.48322, 0.23760], [0.92239, 0.63949, 1.89741], [1.28029, 0.55922, 3.25542], [0.86662, -0.50744, 4.01884], [0.11564, -1.56214, 3.40918], [-0.24142, -1.44825, 2.10222], [0.10533, -0.34612, 1.38391], [-0.96415, -2.44962, 1.29785], [-1.35343, -3.69770, 1.75963], [-1.96799, -4.57857, 0.98070], [-2.18718, -4.23207, -0.27857], [-1.80663, -2.98928, -0.77382], [-1.21163, -2.10375, 0.01713], [1.20977, -0.58540, 5.45417], [1.23362, 0.55919, 6.24561], [1.55622, 0.43804, 7.58893], [1.85269, -0.72043, 8.16775], [1.83494, -1.81132, 7.40996], [1.51533, -1.79969, 6.05935], [2.49697, 3.91863, -1.80089], [0.86079, 2.13016, -2.29434], [2.59103, 2.84127, 2.17334], [1.91147, 1.32262, 3.68845], [-0.16931, -2.42372, 3.99412], [-1.16255, -4.00044, 2.78140], [-2.68001, -4.95050, -0.92068], [-1.99064, -2.71006, -1.80209], [0.98279, 1.53150, 5.83994], [1.57328, 1.31356, 8.22762], [2.09056, -2.74272, 7.90114], [1.54413, -2.72388, 5.49696], [2.76496, 1.33297, -7.92435], [1.91615, 0.83597, -6.79395], [0.67596, 0.24299, -7.04103], [-0.09924, -0.24769, -6.00810], [0.37403, -0.13599, -4.70397], [1.62109, 0.42115, -4.42904], [2.37477, 0.91334, -5.47646], [-0.54236, -0.82342, -3.39918], [0.36922, -1.34809, -2.41144], [-1.63321, -1.60280, -3.89196], [-1.24413, 0.41467, -2.42512], [-1.74634, 1.56243, -2.86582], [-2.12308, 1.81822, -4.21679], [-2.55155, 3.08024, -4.56989], [-2.60565, 4.06033, -3.59276], [-2.27700, 3.71248, -2.25939], [-1.89734, 2.51956, -1.89253], [2.16211, 1.58893, -8.79337], [3.46919, 0.55506, -8.22719], [3.34725, 2.20438, -7.62923], [0.32295, 0.15000, -8.05996], [-1.04022, -0.74487, -6.20697], [2.00365, 0.44029, -3.41714], [3.34691, 1.34524, -5.27533], [-2.10759, 1.01983, -4.94164], [-2.84566, 3.29307, -5.58825], [-2.91637, 5.07035, -3.81963], [-2.33464, 4.46564, -1.48030], [-5.44016, 0.68004, 3.46885], [-4.27788, 0.50327, 4.43605], [-2.95211, 0.24512, 3.73164], [-2.52247, 1.41925, 2.96318], [-2.54364, 1.56704, 1.66017], [-2.99799, 0.28610, 0.58929], [-2.19902, 2.74787, 1.07125], [-1.62587, 3.94043, 1.60665], [-0.83555, 4.52264, 0.91091], [-2.08024, 4.42876, 2.92821], [-3.40720, 4.28899, 3.34056], [-3.80967, 4.82619, 4.55194], [-2.88933, 5.49041, 5.35399], [-1.57113, 5.63874, 4.94025], [-1.16668, 5.12160, 3.72125], [-6.36474, 0.88358, 4.00636], [-5.59292, -0.21893, 2.86958], [-5.27344, 1.51316, 2.78111], [-4.46497, -0.34264, 5.10002], [-4.17649, 1.37948, 5.08367], [-3.02972, -0.59468, 3.04337], [-2.15937, 0.02945, 4.44962], [-2.32497, 2.24691, 3.51523], [-2.08803, 2.67058, 0.05904], [-4.12663, 3.78766, 2.70330], [-4.84101, 4.73949, 4.86611], [-3.20521, 5.90684, 6.30112], [-0.86501, 6.17105, 5.56268], [-0.15248, 5.25437, 3.36703]],
  "forces_ev_per_a": [[-0.21, -0.77, -0.18], [0.05, 0.03, 0.00], [-0.08, -0.01, -0.01], [0.20, 0.37, 0.16], [-0.02, -0.05, -0.03], [-0.03, -0.03, 0.07], [-0.01, 0.03, -0.04], [-0.02, 0.00, 0.08], [-0.02, 0.00, -0.05], [0.03, 0.03, 0.04], [0.00, 0.01, -0.03], [0.03, -0.11, 0.03], [0.08, 0.14, -0.19], [0.00, 0.04, -0.02], [-0.02, -0.03, -0.01], [0.01, -0.02, 0.02], [0.01, 0.05, -0.02], [-0.06, -0.03, 0.00], [0.06, 0.08, 0.01], [-0.01, 0.00, -0.02], [0.00, 0.02, 0.03], [-0.01, -0.01, -0.03], [0.01, 0.00, 0.05], [-0.01, 0.00, -0.03], [0.01, -0.02, 0.02], [-0.01, 0.00, -0.01], [-0.03, 0.02, 0.01], [0.02, 0.00, -0.01], [-0.01, -0.01, 0.02], [0.00, -0.01, -0.01], [0.00, 0.01, 0.00], [0.00, 0.00, 0.00], [-0.01, 0.00, 0.01], [0.00, -0.01, -0.01], [0.00, -0.01, 0.00], [0.00, 0.00, 0.00], [0.00, 0.01, -0.01], [0.00, 0.00, 0.00], [-0.02, -0.02, -0.02], [0.02, 0.01, -0.01], [-0.05, -0.04, 0.02], [0.02, 0.01, 0.05], [0.00, 0.05, 0.00], [0.00, 0.00, 0.03], [-0.21, 0.12, 0.13], [0.02, -0.06, 0.06], [0.04, -0.01, -0.02], [0.52, -0.06, 0.08], [-0.39, 0.26, -0.09], [0.05, -0.13, 0.08], [-0.01, 0.06, 0.08], [0.01, -0.05, 0.03], [-0.09, 0.14, -0.11], [0.10, -0.11, -0.19], [0.00, 0.00, 0.00], [0.00, 0.00, 0.00], [0.00, 0.00, 0.00], [0.00, 0.00, 0.00], [-0.01, 0.02, 0.01], [0.01, -0.02, -0.01], [0.00, 0.00, 0.00], [0.04, -0.03, 0.00], [0.01, 0.00, 0.00], [0.01, 0.00, 0.00], [0.00, 0.01, 0.01], [0.00, 0.01, -0.01], [0.00, 0.00, 0.01], [-0.02, -0.02, 0.01], [0.01, -0.01, 0.00], [-0.01, 0.32, -0.04], [-0.07, 0.11, -0.10], [-0.09, -0.26, 0.26], [-0.06, -0.05, 0.03], [0.07, 0.01, -0.11], [0.02, -0.01, 0.03], [0.00, 0.03, -0.03], [0.00, 0.00, 0.01], [0.01, 0.00, 0.00], [-0.01, 0.00, 0.01], [0.02, -0.02, -0.02], [0.00, 0.00, 0.00], [0.00, 0.00, 0.00], [0.00, 0.00, 0.01], [0.00, -0.01, 0.00], [0.00, 0.01, -0.01], [0.01, 0.00, 0.01], [-0.01, 0.01, 0.01], [0.03, 0.00, 0.00], [0.10, -0.03, -0.04], [-0.01, 0.01, 0.00], [0.00, 0.00, 0.00], [0.00, 0.00, 0.00], [0.00, 0.00, 0.00], [0.00, 0.00, 0.00]],
  "lowdin_spin": [2.44, 0.11, 0.07, 0.21, 0.11, 0.01, 0.09, 0.14, 0.02, 0.09, 0.06, 0.04, 0.14, 0.01, 0.00, 0.01, 0.01, 0.01, 0.06, 0.01, 0.01, 0.00, 0.01, 0.00, 0.01, 0.00, 0.00, 0.00, 0.00, 0.00, 0.00, 0.00, 0.00, 0.00, 0.00, 0.00, 0.00, 0.00, 0.00, 0.00, 0.00, 0.00, 0.00, 0.00, 0.02, 0.07, 0.02, 0.36, 0.04, 0.18, -0.01, 0.21, 0.04, 0.09, 0.00, 0.00, 0.00, 0.00, 0.00, 0.00, 0.00, 0.01, 0.00, 0.01, 0.00, 0.00, 0.00, 0.01, 0.02, 0.04, 0.20, 0.02, 0.00, 0.00, 0.00, 0.00, 0.00, 0.00, 0.00, 0.00, 0.00, 0.00, 0.00, 0.00, 0.00, 0.00, 0.00, 0.00, 0.00, 0.00, 0.00, 0.00, 0.00, 0.00]
}

(4)
{
  "formula": "C2H4N6",
  "method": "wB97M-V/def2-TZVPD",
  "de_lowest_kcal_mol": 100.2,
  "total_energy_ha": -406.9572,
  "homo_ha": -0.318,
  "largest_force_ev_per_a": 7.7,
  "gap_ha": 0.312,
  "species": ["C", "C", "H", "H", "H", "H", "N", "N", "N", "N", "N", "N"],
  "coordinates": [[0.48719, 0.45067, -0.22184], [-1.59377, 0.85946, 0.28768], [2.13013, -1.30758, 0.17884], [3.53882, -0.48994, 0.50584], [-2.57711, 1.25953, 0.14618], [-2.80532, -0.81390, 0.43314], [2.34750, -0.44680, 0.51131], [1.69478, 0.82928, -0.06271], [-0.48173, 1.43246, -0.30451], [-1.81393, -0.51722, 0.56136], [-0.98939, -1.31539, -0.28263], [0.15034, -0.91216, -0.65983]],
  "forces_ev_per_a": [[1.20, 0.79, -1.77], [1.78, 0.93, -3.25], [-1.59, -2.81, -1.96], [-4.56, 1.04, -0.40], [-0.10, 1.50, 0.48], [1.26, 0.24, 0.30], [5.97, 4.61, 1.32], [1.07, -4.18, 2.13], [-5.05, -3.01, 2.84], [1.99, 0.81, -1.50], [1.14, -0.66, -0.49], [-3.11, 0.75, 2.28]],
  "nbo_charge": [0.35, 0.23, 0.35, 0.36, 0.19, 0.41, -0.71, -0.19, -0.38, -0.46, 0.05, -0.19]
}